{
  "formula": "C37H66F2O30",
  "method": "the ωB97M-V functional and the def2-TZVPD basis",
  "e_above_lowest_kcal_mol": 99.58,
  "total_energy_ev": -106295.59216,
  "homo_energy_ev": -9.74,
  "smiles": "O=C1OC[C@@H](F)O1.O=C1OC[C@@H](F)O1.CCOC(=O)OC.CCOC(=O)OC.CCOC(=O)OC.CCOC(=O)OC.CCOC(=O)OC.CCOC(=O)OC.CCOC(=O)OC.O=C1OCCO1",
  "species": ["C", "C", "O", "C", "O", "O", "H", "H", "H", "H", "C", "C", "O", "C", "O", "O", "C", "H", "H", "H", "H", "H", "H", "H", "H", "C", "C", "O", "C", "O", "O", "C", "H", "H", "H", "H", "H", "H", "H", "H", "C", "C", "O", "C", "O", "O", "C", "H", "H", "H", "H", "H", "H", "H", "H", "C", "C", "O", "C", "O", "O", "C", "H", "H", "H", "H", "H", "H", "H", "H", "C", "C", "O", "C", "O", "O", "C", "H", "H", "H", "H", "H", "H", "H", "H", "C", "C", "O", "C", "O", "O", "C", "H", "H", "H", "H", "H", "H", "H", "H", "C", "C", "O", "C", "O", "O", "C", "H", "H", "H", "H", "H", "H", "H", "H", "C", "C", "O", "C", "O", "O", "F", "H", "H", "H", "C", "C", "O", "C", "O", "O", "F", "H", "H", "H"],
  "positions_angstrom": [[16.73311, -3.47949, 0.01097], [18.21613, -3.54609, 0.37166], [18.38680, -2.71370, 1.50808], [17.24202, -2.15294, 1.85833], [17.12955, -1.34722, 2.77929], [16.27902, -2.54333, 0.96447], [16.38042, -4.49909, 0.16627], [16.60214, -3.19561, -1.03324], [18.76602, -3.08025, -0.44609], [18.66744, -4.53188, 0.48403], [10.52477, 3.26640, 4.16206], [11.90766, 3.53159, 3.51705], [12.85553, 2.47729, 3.70362], [12.89317, 1.34622, 2.94797], [12.36716, 1.09552, 1.91738], [13.67327, 0.49419, 3.62814], [14.01236, -0.80929, 3.11818], [9.91903, 4.16365, 4.28913], [10.63064, 2.78719, 5.13532], [10.07496, 2.56883, 3.45555], [12.32586, 4.48654, 3.83531], [11.64945, 3.60221, 2.46042], [13.10880, -1.41667, 3.17061], [14.78372, -1.36858, 3.64763], [14.36176, -0.68464, 2.09325], [24.56405, 1.55675, -5.33275], [23.32335, 0.70458, -5.37064], [22.65014, 0.82980, -4.11233], [21.31056, 0.67232, -3.97825], [20.50237, 0.69127, -4.93820], [21.03348, 0.38436, -2.75820], [19.74911, -0.01509, -2.48617], [24.31302, 2.61490, -5.25922], [25.08579, 1.67839, -6.28202], [25.20994, 1.32032, -4.48715], [23.52204, -0.35405, -5.53772], [22.63887, 0.99896, -6.16621], [19.07838, 0.84235, -2.43095], [19.70930, -0.69321, -1.63373], [19.40574, -0.63794, -3.31216], [9.02520, -4.59115, 1.46554], [10.11721, -4.72117, 0.46146], [11.26840, -5.38832, 0.97862], [12.52413, -4.97642, 1.23392], [12.87117, -3.79520, 1.23089], [13.29829, -6.05579, 1.58194], [14.53908, -5.83512, 2.20644], [9.38645, -4.02933, 2.32691], [8.85448, -5.62725, 1.75789], [8.13699, -4.09791, 1.07069], [10.46513, -3.85104, -0.09526], [9.61245, -5.34554, -0.27574], [15.03101, -5.09501, 1.57529], [15.15208, -6.73605, 2.18037], [14.48597, -5.46934, 3.23187], [17.08419, 2.20358, 1.10434], [16.93238, 2.08399, -0.46648], [16.58577, 0.74265, -0.96518], [15.34072, 0.27274, -0.87724], [14.39385, 0.86816, -0.32511], [15.18946, -0.89998, -1.46462], [13.93073, -1.54274, -1.57625], [16.11631, 1.97686, 1.55144], [17.28573, 3.24952, 1.33565], [17.90837, 1.64229, 1.54455], [17.91018, 2.31770, -0.88765], [16.23497, 2.80286, -0.89654], [13.42171, -1.75378, -0.63580], [14.07456, -2.48044, -2.11304], [13.28280, -0.87928, -2.14905], [10.49877, -7.37386, -6.61419], [10.75658, -6.28885, -5.56516], [12.17697, -6.14678, -5.32570], [12.58495, -5.45653, -4.28522], [11.97449, -4.57327, -3.63708], [13.93348, -5.73836, -4.16863], [14.65232, -5.07194, -3.15183], [10.89090, -8.34740, -6.31995], [10.82523, -6.92368, -7.55165], [9.42290, -7.54716, -6.63769], [10.24919, -6.46780, -4.61719], [10.43001, -5.31025, -5.91698], [14.07176, -4.98758, -2.23318], [15.01992, -4.06805, -3.36436], [15.59575, -5.58627, -2.96876], [13.05210, -5.59112, 7.98055], [12.74300, -5.05150, 6.54796], [13.74559, -4.95794, 5.59381], [14.82432, -4.11622, 5.75837], [14.83354, -3.15639, 6.48642], [15.91268, -4.65387, 5.12836], [17.13119, -3.88703, 5.02790], [13.87337, -4.97035, 8.33869], [13.51243, -6.56314, 7.80345], [12.27800, -5.68586, 8.74206], [12.32241, -4.04593, 6.54324], [11.88154, -5.58834, 6.15075], [17.47756, -3.68322, 6.04111], [17.05893, -2.90960, 4.55094], [17.82498, -4.55886, 4.52252], [17.10202, 1.18147, 4.59314], [17.13442, 2.17738, 5.79263], [15.81742, 2.58399, 6.30197], [14.92453, 1.63504, 6.79086], [15.15229, 0.41441, 6.95579], [13.66630, 2.15736, 6.97191], [13.39736, 3.51194, 6.73218], [18.08790, 1.03471, 4.15201], [16.32099, 1.43672, 3.87693], [16.77675, 0.25081, 5.05809], [17.69469, 3.04729, 5.44990], [17.71497, 1.75120, 6.61082], [12.37572, 3.74310, 7.03370], [13.43622, 3.84738, 5.69582], [14.08283, 4.15030, 7.28961], [18.70779, -8.98956, -2.51197], [17.74793, -8.12755, -3.34742], [17.34601, -7.15575, -2.45992], [17.56298, -7.54806, -1.17432], [17.12237, -6.96276, -0.16879], [18.24874, -8.64824, -1.17477], [16.65079, -8.83780, -3.53373], [19.71747, -8.57922, -2.52807], [18.76444, -10.03723, -2.80745], [18.28780, -7.88894, -4.26378], [21.37900, -6.18047, -2.49300], [22.06447, -5.01906, -1.70037], [20.96732, -4.15797, -1.57821], [20.06130, -4.40681, -2.47837], [19.07929, -3.59319, -2.72673], [20.36366, -5.49032, -3.18345], [23.05897, -4.50954, -2.38345], [20.92644, -6.90845, -1.81970], [22.08520, -6.69484, -3.14476], [22.46278, -5.42738, -0.77155]],
  "forces_ev_per_a": [[1.5, -1.2, 0.6], [1.1, 0.7, -1.8], [0.7, -0.6, 0.6], [-0.6, 1.6, 0.5], [-0.2, -2.1, -2.3], [-1.1, 0.9, 1.1], [-0.9, 0.3, 0.1], [-0.3, 0.5, 0.3], [0.2, 0.1, 0.1], [-0.4, -0.1, 0.6], [1.1, -0.7, -0.1], [-1.3, -0.1, -1.0], [0.1, 0.1, 0.4], [0.7, -0.8, 1.2], [-1.0, 0.5, -0.9], [1.0, 0.4, 1.2], [-1.0, 0.0, -1.2], [0.1, 0.0, -0.3], [0.0, 0.0, 0.0], [-0.6, 0.0, 0.4], [0.4, -0.4, 0.1], [0.6, 0.2, -0.2], [0.0, -0.1, -0.4], [0.0, 1.0, 0.6], [-0.2, -0.2, -0.1], [-0.1, 1.2, -0.1], [-0.8, 0.1, -0.6], [-0.4, 0.1, 1.1], [-0.5, -0.3, -5.1], [2.1, 0.2, 2.6], [1.9, 0.4, 1.6], [-2.4, -1.1, -0.5], [-0.6, 0.1, 0.7], [0.3, -1.2, -0.1], [0.2, -0.1, -0.3], [0.2, -0.1, 0.2], [0.0, 0.2, 0.0], [0.0, -0.1, 0.4], [0.3, 0.6, 0.3], [-0.2, 0.1, -0.1], [0.8, 0.4, 1.2], [0.5, 0.8, -1.6], [0.8, -2.1, 0.5], [-0.1, 2.1, 0.5], [-0.2, -2.3, -0.1], [-2.5, 0.2, -0.5], [1.1, 1.2, -0.5], [-0.2, 0.0, 0.2], [-0.6, 0.2, 0.3], [0.1, -0.2, -0.1], [-0.3, 0.4, 0.4], [1.0, -0.5, -0.5], [0.4, 0.2, 0.4], [-0.5, -0.2, -0.1], [-0.4, -0.1, -0.1], [-0.9, 0.2, -1.5], [0.2, -0.3, 1.2], [0.7, -0.2, -0.1], [-3.4, 2.1, 1.8], [2.3, -1.1, -1.2], [2.0, -0.5, -0.2], [-1.0, 0.5, -0.1], [0.2, -0.3, 0.2], [0.0, 0.2, -0.2], [-0.2, -0.4, -0.3], [-0.1, -0.4, -0.3], [-0.2, -0.1, 0.4], [0.4, 0.2, 0.3], [0.2, 0.3, 0.0], [-0.1, -0.2, -0.1], [-0.3, 0.9, 0.9], [-0.1, 0.4, 0.2], [-0.4, -1.0, 0.0], [0.6, 3.2, 1.2], [1.6, -3.1, -1.7], [-1.4, 0.3, -0.1], [0.6, 0.5, 1.1], [0.6, 0.2, -0.4], [0.1, -0.9, -0.2], [-0.1, 0.3, -0.2], [0.1, -0.1, 0.0], [-0.3, -0.1, -0.1], [0.0, -0.2, 0.0], [-0.6, 0.3, -0.8], [-0.4, -0.6, 0.0], [2.0, 0.2, -1.7], [-2.9, 1.7, 1.6], [2.8, -1.0, -1.3], [0.2, -0.5, 1.6], [0.0, -0.5, -0.9], [-1.6, 0.5, -0.5], [-0.1, 0.0, 1.0], [-0.1, 0.1, 0.5], [-0.1, -0.3, 0.3], [-0.3, 0.3, -0.6], [-0.1, 0.3, 0.9], [0.6, -0.6, -0.6], [0.2, -0.1, 0.0], [-0.5, -0.3, -0.3], [-0.1, 0.2, 0.0], [-1.0, -0.1, 1.8], [0.2, -0.9, -0.7], [-0.7, -0.9, 0.2], [0.7, -2.5, -1.0], [-0.6, 4.5, -0.3], [1.5, -1.2, -0.1], [0.1, 1.5, -0.1], [-0.1, 0.2, 0.0], [0.3, 0.2, -0.1], [0.1, -0.3, -0.4], [-0.7, 0.6, 0.4], [-0.2, -0.1, 0.1], [0.0, -0.5, 0.4], [0.4, -0.6, -0.2], [0.0, 0.0, 0.1], [0.3, 1.6, 0.5], [1.9, -1.5, 1.3], [0.4, 2.2, 0.1], [-2.3, 2.3, 2.5], [1.6, -1.6, -3.4], [1.1, -2.4, 0.4], [-1.7, -1.4, -1.5], [0.1, -0.1, -0.4], [-0.6, 0.0, 0.7], [-0.8, 1.1, -0.2], [1.1, 0.2, 0.6], [-1.5, -3.4, 0.2], [1.5, 1.0, 2.0], [-5.5, 4.7, -2.9], [4.7, -4.5, 1.3], [-0.8, -0.5, -0.6], [1.1, 1.3, -1.0], [0.0, 0.0, 0.2], [-0.2, 0.3, -0.3], [-0.4, 0.7, 0.4]]
}


{
  "formula": "C37H67Ge2MnN10S",
  "method": "the ωB97M-V functional and the def2-TZVPD basis",
  "total_energy_ev": -209528.61701,
  "homo_energy_ev": [-11.38, -12.74],
  "spin_multiplicity": 5,
  "total_charge": 2,
  "species": ["Mn", "C", "N", "C", "C", "N", "C", "C", "N", "C", "C", "N", "C", "N", "C", "C", "N", "C", "C", "C", "C", "N", "C", "N", "C", "C", "N", "C", "C", "N", "C", "C", "H", "H", "H", "H", "H", "H", "H", "H", "H", "H", "H", "H", "H", "H", "H", "H", "H", "H", "H", "H", "H", "H", "H", "H", "H", "H", "H", "H", "H", "H", "H", "H", "H", "H", "H", "H", "H", "H", "H", "H", "H", "H", "H", "H", "H", "H", "H", "H", "S", "C", "C", "Ge", "C", "C", "Ge", "C", "C", "C", "C", "C", "C", "C", "C", "C", "C", "C", "C", "H", "H", "H", "H", "H", "H", "H", "H", "H", "H", "H", "H", "H", "H", "H", "H", "H", "H", "H"],
  "positions_angstrom": [[0.75017, -0.14752, 0.40427], [-1.18754, -4.59213, 2.55026], [-1.88998, -3.43441, 2.01736], [-3.28753, -3.32080, 2.40629], [-1.35193, -2.67480, 0.99426], [-1.24218, -1.36270, 1.06428], [-1.66092, -0.81027, 2.35990], [-1.32301, 0.67254, 2.62116], [-0.38235, 1.27226, 1.66286], [-1.19801, 1.94941, 0.62992], [-0.43210, 2.37837, -0.60783], [0.49097, 1.32138, -1.02820], [1.26118, 1.50923, -2.07074], [2.03533, 0.43074, -2.47538], [3.34540, 0.67696, -3.05898], [1.42155, -0.81289, -2.92937], [1.39065, 2.66062, -2.77095], [1.50068, 2.62352, -4.22698], [1.45356, 4.00765, -2.21661], [0.61352, 2.14045, 2.31611], [1.93729, 2.24725, 1.55554], [2.48372, 0.93792, 1.20266], [3.71800, 0.63086, 1.53440], [4.43316, 1.38494, 2.43308], [3.97835, 1.56333, 3.80156], [5.78300, 1.84657, 2.15371], [4.37678, -0.39490, 0.94079], [5.38652, -1.16832, 1.66070], [3.87980, -1.09974, -0.22796], [-0.92349, -3.35776, -0.09590], [-0.06649, -2.80230, -1.11820], [-1.32497, -4.72846, -0.38189], [-1.68086, -5.53569, 2.29953], [-1.15464, -4.51317, 3.63954], [-0.16448, -4.61672, 2.18127], [-3.40042, -2.95610, 3.43085], [-3.75770, -4.30603, 2.34410], [-3.81772, -2.65828, 1.72299], [-1.21002, -1.41353, 3.15395], [-2.74144, -0.90565, 2.46939], [-0.91813, 0.73912, 3.62853], [-2.24648, 1.25634, 2.61729], [-1.69563, 2.83156, 1.05047], [-1.96516, 1.23480, 0.32848], [0.08890, 3.30928, -0.39157], [-1.16083, 2.59541, -1.39606], [3.81350, 1.54067, -2.58919], [3.32055, 0.82488, -4.14188], [3.96527, -0.19875, -2.86546], [0.38434, -0.85169, -2.60767], [1.96696, -1.67470, -2.53439], [1.44008, -0.87537, -4.02157], [1.27114, 1.63073, -4.60669], [2.49276, 2.92502, -4.56941], [0.77053, 3.31973, -4.64385], [1.85524, 4.00256, -1.20576], [0.48399, 4.51059, -2.22957], [2.14093, 4.58751, -2.83188], [0.83532, 1.70173, 3.28856], [0.21663, 3.14943, 2.47590], [2.62562, 2.82422, 2.16965], [1.80101, 2.80669, 0.62919], [2.96554, 1.18160, 3.91384], [4.00937, 2.61730, 4.08774], [4.62629, 1.00893, 4.48744], [6.03373, 1.66089, 1.11210], [6.53347, 1.37406, 2.79413], [5.82811, 2.92274, 2.33735], [4.91980, -2.02568, 2.15410], [5.90125, -0.57871, 2.40798], [6.12134, -1.54007, 0.94805], [3.10393, -0.51781, -0.71984], [3.48781, -2.08141, 0.05082], [4.70886, -1.24882, -0.92158], [0.45990, -1.92701, -0.73654], [-0.64077, -2.51272, -2.00332], [0.67649, -3.54687, -1.41028], [-0.49570, -5.42492, -0.23396], [-1.64009, -4.79425, -1.42454], [-2.15833, -5.03250, 0.24064], [1.72849, -2.31740, 2.74840], [1.27073, -1.34243, 1.63763], [-5.55736, -0.65615, 0.47402], [-4.98097, -1.33709, -1.29720], [-4.59525, -3.28071, -1.14188], [-6.42419, -1.07024, -2.61257], [-2.83694, -0.08892, -1.91172], [-3.59830, 1.74862, -2.13323], [-3.55366, 2.47418, -3.32509], [-4.06528, 3.76404, -3.38908], [-4.65060, 4.34293, -2.27249], [-4.71811, 3.62888, -1.08378], [-4.18910, 2.34855, -1.01757], [-2.31949, -0.62769, -3.75751], [-2.73136, -1.85319, -4.27991], [-2.38718, -2.23213, -5.57032], [-1.59978, -1.39948, -6.35239], [-1.15508, -0.18889, -5.83758], [-1.50342, 0.18365, -4.54821], [-6.18767, -1.40487, 0.95632], [-6.14679, 0.25024, 0.33889], [-4.72269, -0.42871, 1.13878], [-5.30674, -3.74298, -0.45611], [-3.58630, -3.45229, -0.76947], [-4.70022, -3.76279, -2.11378], [-7.29470, -1.62682, -2.26204], [-6.14293, -1.44528, -3.59530], [-6.69182, -0.01853, -2.69951], [-3.13413, 2.02949, -4.21673], [-4.01134, 4.31243, -4.32124], [-5.05286, 5.34586, -2.32685], [-5.18172, 4.06832, -0.20946], [-4.24562, 1.80336, -0.07977], [-3.34405, -2.51089, -3.67120], [-2.73162, -3.17962, -5.96435], [-1.33091, -1.69057, -7.35902], [-0.54039, 0.46440, -6.44636], [-1.14275, 1.12631, -4.14568]],
  "forces_ev_per_a": [[0.0, 1.1, 0.1], [0.0, 0.0, 0.0], [0.0, -0.1, -0.1], [0.0, 0.1, 0.0], [-0.1, 0.0, -0.3], [0.4, 0.5, -0.2], [0.1, -0.1, 0.0], [-0.1, -0.3, 0.0], [0.1, 0.0, -0.3], [0.0, 0.1, -0.3], [-0.2, 0.0, 0.0], [-0.1, 0.1, 0.6], [0.1, -0.3, -0.1], [-0.2, 0.1, -0.4], [0.1, 0.0, -0.1], [0.0, 0.1, 0.0], [0.1, 0.0, -0.1], [0.0, 0.0, -0.1], [-0.1, 0.1, 0.1], [0.3, 0.0, -0.1], [0.0, 0.0, -0.1], [-0.7, -0.5, -0.2], [0.1, 0.1, -0.3], [0.0, -0.1, 0.0], [0.0, 0.0, 0.0], [0.0, 0.0, 0.0], [-0.1, -0.1, 0.1], [0.0, 0.0, 0.1], [0.0, 0.1, 0.1], [0.4, -0.1, 0.1], [-0.4, -0.1, 0.2], [0.0, -0.2, 0.0], [0.0, 0.0, 0.0], [0.0, 0.0, 0.0], [0.0, 0.0, 0.0], [0.0, 0.0, 0.0], [0.0, 0.0, 0.0], [0.0, 0.0, 0.0], [-0.1, 0.0, 0.0], [0.0, 0.0, 0.0], [0.1, 0.1, 0.0], [0.0, 0.0, 0.1], [-0.1, -0.1, 0.1], [0.0, 0.0, 0.1], [0.0, 0.0, 0.0], [0.0, 0.0, 0.0], [0.0, 0.0, 0.0], [0.0, 0.0, 0.0], [0.0, 0.0, 0.0], [0.1, 0.1, -0.1], [0.0, 0.0, 0.0], [0.0, 0.0, 0.0], [0.0, 0.0, 0.0], [0.0, 0.0, 0.0], [0.0, 0.0, 0.0], [0.0, 0.0, 0.0], [0.0, 0.0, 0.0], [0.0, 0.0, 0.0], [-0.1, 0.0, 0.0], [-0.1, 0.0, 0.1], [0.0, 0.0, 0.0], [0.0, 0.0, 0.0], [0.0, 0.0, 0.0], [-0.1, 0.0, 0.0], [0.0, 0.0, 0.0], [0.0, 0.0, 0.0], [0.0, 0.0, 0.0], [0.0, 0.0, 0.0], [0.0, 0.0, 0.0], [0.0, 0.0, 0.0], [0.0, 0.0, 0.0], [0.1, 0.0, 0.0], [0.0, 0.0, 0.0], [0.0, 0.0, 0.0], [0.0, -0.2, -0.1], [0.0, 0.0, 0.1], [0.0, 0.0, 0.0], [0.0, 0.0, 0.0], [0.0, 0.0, 0.0], [0.0, 0.1, 0.0], [-0.1, 0.3, -0.4], [0.4, -1.1, 1.4], [0.0, -0.1, -0.3], [0.5, -0.1, 0.2], [-0.1, 0.3, 0.0], [0.3, 0.1, 0.2], [-1.5, 0.0, -0.9], [0.5, -0.3, 0.2], [0.0, 0.0, 0.1], [0.0, 0.0, -0.1], [0.0, 0.1, 0.0], [0.0, 0.0, 0.0], [0.0, 0.0, 0.0], [0.3, 0.1, 0.5], [-0.1, 0.0, 0.1], [0.0, -0.1, 0.0], [0.0, 0.0, 0.0], [0.1, 0.0, 0.0], [0.1, 0.0, 0.0], [0.0, 0.0, 0.0], [0.0, 0.0, 0.0], [0.0, 0.0, 0.0], [0.0, 0.0, 0.0], [0.0, 0.0, 0.0], [0.0, 0.0, 0.0], [0.0, 0.0, 0.0], [0.0, 0.0, 0.0], [0.0, 0.0, 0.0], [0.0, 0.0, 0.0], [-0.1, 0.0, 0.0], [0.0, 0.0, 0.0], [0.0, 0.0, 0.0], [0.0, 0.0, 0.0], [0.0, 0.0, -0.1], [0.0, 0.0, 0.0], [0.0, 0.0, 0.0], [0.0, 0.0, 0.0], [0.0, 0.0, -0.1]]
}